(1)
# C5H5N

C5H5N in the gas phase in a non-equilibrium geometry (ωB97M-V with the def2-TZVPD basis set, OMol25).

Output
- HOMO: -10.54 eV
- SMILES: N#C[C@@H]1C=CC1
- Frontier orbital gap: 11.42 eV
- Relative energy (zero: lowest compared OMol25 entry of this formula, charge and spin): 78.2 kcal per mole
- Spin multiplicity: 1

Last column: Löwdin charge in e.
CARTESIAN COORDINATES (ANGSTROEM)
N 2.451 2.092 0.299  0.123
C 1.570 1.404 0.199  -0.200
C 0.441 0.373 0.379  -0.187
C 0.056 -1.296 0.570  0.033
C -0.976 -1.172 -0.238  -0.087
C -0.688 0.277 -0.676  -0.163
H 0.134 0.947 1.233  0.103
H 0.500 -2.091 1.142  0.080
H -1.559 -1.814 -0.784  0.073
H -1.547 0.944 -0.413  0.118
H -0.381 0.336 -1.710  0.107

(2)
# C26H41N4O3P

5 unconnected molecules or ions with the total composition C26H41N4O3P in a non-equilibrium geometry (ωB97M-V with the def2-TZVPD basis set, OMol25).

Output
- HOMO: -8.19 eV
- SMILES: O=COCCPCOc1ccccc1.CCCC#N.CCCC#N.CCCC#N.CCCC#N
- Frontier orbital gap: 8.73 eV
- Spin multiplicity: 1

Last column: Löwdin charge in e.
CARTESIAN COORDINATES (ANGSTROEM)
O 6.111 -2.360 1.690  0.084
C 6.538 -2.481 0.579  -0.356
O 7.581 -1.655 0.109  -0.089
C 6.952 -0.820 -0.922  -0.246
C 5.977 0.271 -0.314  -0.374
P 4.169 -0.265 -0.563  0.931
C 3.017 0.799 0.537  -0.386
O 1.856 1.247 -0.174  -0.161
C 0.850 0.285 -0.214  -0.274
C 0.940 -0.982 -0.955  -0.035
C -0.164 -1.952 -0.998  -0.081
C -1.438 -1.701 -0.313  -0.078
C -1.526 -0.436 0.438  -0.092
C -0.429 0.523 0.486  -0.014
H 6.111 -3.216 -0.166  0.159
H 6.310 -1.523 -1.537  0.093
H 7.706 -0.397 -1.627  0.125
H 6.166 1.233 -0.866  0.084
H 6.199 0.438 0.771  0.068
H 4.007 -1.617 -0.091  -0.047
H 3.623 1.725 0.761  0.093
H 2.810 0.322 1.528  0.103
H 1.853 -1.260 -1.525  0.057
H -0.101 -2.904 -1.576  0.066
H -2.308 -2.390 -0.345  0.084
H -2.475 -0.174 0.964  0.020
H -0.536 1.481 1.042  0.102
C 6.146 -0.383 6.432  -0.111
C 6.952 -0.788 5.204  -0.264
C 7.563 0.399 4.465  -0.191
C 6.550 1.297 3.909  -0.234
N 5.755 2.001 3.472  0.145
H 5.293 0.243 6.162  0.072
H 5.758 -1.269 6.938  0.072
H 6.766 0.170 7.143  0.075
H 6.314 -1.362 4.526  0.105
H 7.759 -1.454 5.520  0.110
H 8.187 0.022 3.651  0.118
H 8.221 0.961 5.134  0.120
C -5.214 -5.564 -2.972  -0.114
C -5.237 -4.078 -2.632  -0.264
C -4.296 -3.246 -3.507  -0.196
C -2.893 -3.604 -3.312  -0.218
N -1.789 -3.881 -3.157  0.158
H -4.225 -5.996 -2.806  0.071
H -5.922 -6.107 -2.344  0.070
H -5.490 -5.730 -4.016  0.075
H -4.984 -3.946 -1.576  0.108
H -6.256 -3.705 -2.764  0.108
H -4.425 -2.189 -3.263  0.065
H -4.566 -3.364 -4.559  0.123
C -4.573 3.977 0.725  -0.112
C -5.835 3.195 1.072  -0.258
C -5.705 2.396 2.371  -0.183
C -4.682 1.354 2.281  -0.187
N -3.871 0.543 2.207  0.171
H -3.722 3.312 0.560  0.064
H -4.725 4.553 -0.190  0.068
H -4.312 4.674 1.525  0.081
H -6.086 2.527 0.243  0.108
H -6.665 3.898 1.176  0.111
H -6.666 1.928 2.600  0.120
H -5.475 3.069 3.201  0.123
C -3.163 3.593 -4.448  -0.107
C -3.890 3.543 -3.109  -0.266
C -3.624 2.253 -2.330  -0.183
C -4.129 1.069 -3.026  -0.201
N -4.520 0.143 -3.581  0.164
H -3.495 2.793 -5.113  0.073
H -3.360 4.542 -4.949  0.073
H -2.084 3.499 -4.310  0.080
H -4.964 3.666 -3.276  0.113
H -3.563 4.391 -2.501  0.102
H -4.108 2.319 -1.353  0.082
H -2.552 2.141 -2.145  0.128

(3)
# C3H8N2O

2 unconnected molecules or ions with the total composition C3H8N2O in a non-equilibrium geometry (ωB97M-V with the def2-TZVPD basis set, OMol25).

Output
- HOMO: -8.83 eV
- SMILES: [H]/N=C/OC.C=N
- Frontier orbital gap: 9.45 eV
- Relative energy (zero: lowest compared OMol25 entry of this formula, charge and spin): 107.6 kcal per mole
- Spin multiplicity: 1

Last column: Löwdin charge in e.
CARTESIAN COORDINATES (ANGSTROEM)
H 2.627 -0.685 -0.885  0.069
N 1.934 -1.016 -0.213  0.149
C 0.804 -0.475 -0.414  -0.295
O -0.346 -0.965 0.402  -0.254
C -1.582 -1.158 -0.302  -0.077
H 0.446 0.068 -1.296  0.135
H -1.996 -0.179 -0.558  0.085
H -1.431 -1.746 -1.209  0.088
H -2.269 -1.690 0.357  0.094
C 0.607 1.387 1.071  -0.202
N 0.358 2.441 0.387  -0.002
H -0.174 0.333 1.135  0.128
H 1.471 1.394 1.754  0.061
H -0.450 2.292 -0.228  0.021

(4)
# C3H6N2O3

C3H6N2O3 in the gas phase in a non-equilibrium geometry (ωB97M-V with the def2-TZVPD basis set, OMol25).

Output
- HOMO: -9.39 eV
- SMILES: C=NOCO/C=N/O
- Frontier orbital gap: 10.41 eV
- Relative energy (zero: lowest compared OMol25 entry of this formula, charge and spin): 130.1 kcal per mole
- Spin multiplicity: 1

Last column: Löwdin charge in e.
CARTESIAN COORDINATES (ANGSTROEM)
C 3.534 -0.168 -0.078  -0.017
N 2.327 -0.560 -0.004  -0.009
O 1.477 0.557 0.019  -0.115
C 0.157 0.036 0.091  -0.245
O -0.716 1.112 -0.044  -0.008
C -2.020 0.803 -0.027  -0.191
N -2.438 -0.422 -0.021  0.006
O -3.841 -0.429 -0.013  -0.073
H 4.301 -0.934 0.031  0.072
H 3.866 0.884 -0.114  0.091
H -0.053 -0.475 1.021  0.129
H 0.034 -0.684 -0.731  0.131
H -2.666 1.654 0.032  0.141
H -3.962 -1.374 -0.162  0.089

Number 1: lowest unoccupied orbital energy 0.880 eV. Number 2: lowest unoccupied orbital energy 0.535 eV. Number 3: lowest unoccupied orbital energy 0.622 eV. Number 4: lowest unoccupied orbital energy 1.023 eV.